DFT (ωB97M-V/def2-TZVPD) results for a 6-piece molecular cluster, H12O6 overall in a non-equilibrium geometry.

```
18
Properties=species:S:1:pos:R:3:forces:R:3:nbo_charge:R:1
O -0.319373 0.197124 1.742490 -0.415 -0.553 1.205 -0.95
H -0.361605 0.223393 2.698218 -0.343 0.115 0.381 0.51
H 0.600628 -0.053912 1.555392 1.130 -0.339 -0.640 0.53
O 2.147778 -0.567635 0.803556 -1.928 1.668 -1.891 -1.01
H 2.181378 0.375839 0.368274 -0.037 -2.668 0.769 0.50
H 1.486027 -1.068258 0.167792 1.831 0.796 1.123 0.50
O 0.529498 -1.903569 -1.131262 -0.180 -1.299 0.987 -0.96
H -0.394710 -1.783642 -0.852519 0.154 0.134 -0.181 0.49
H 0.724300 -1.093543 -1.563601 0.299 1.435 -0.972 0.49
O 1.089251 1.033921 -1.294985 -0.470 -0.054 0.458 -1.02
H 1.449468 1.684349 -1.869006 0.961 0.598 -1.053 0.47
H 0.315545 1.542769 -0.933523 -0.173 -0.655 0.486 0.51
O -1.041495 1.791673 -0.025468 -2.277 -3.297 0.496 -1.03
H -0.913394 1.116024 0.874599 0.130 2.992 -2.921 0.48
H -1.686360 1.202870 -0.616009 1.910 2.101 1.739 0.49
O -1.872067 -0.778479 -0.390249 -0.239 -0.439 3.677 -0.99
H -2.406750 -1.563168 -0.065909 0.691 1.384 -0.674 0.48
H -1.528120 -0.355756 0.532211 -1.045 -1.918 -2.990 0.50
```
Forces are in eV/Å.

Values from the calculation:
- LUMO level (eV) = 0.19
- net charge = 0
- energy above the lowest of the compared OMol25 structures with the same formula, charge and spin (eV) = 1.649
- orbital gap (Ha) = 0.408
- F_max (Eh/bohr) = 0.0813
- total energy (eV) = -12479.465